1.
The following is a quantum chemistry calculation of a 2-piece molecular cluster, CH4BrNO overall at a distorted geometry, from the OMol25 dataset.

Each line ends with the natural charge from an NBO analysis.
Cartesian coordinates (Å):
C -0.924 0.668 0.021  -0.29
N 0.843 -0.890 -0.354  -0.33
O -0.294 -0.570 0.308  -0.41
Br 2.350 0.192 -0.070  0.10
H -0.306 1.374 0.538  0.20
H -2.000 0.680 0.087  0.22
H -0.850 0.781 -1.036  0.18
H 1.179 -2.235 0.506  0.32

Cartesian forces (eV/Å) of the 6 atoms listed first:
C 1.5 -0.3 -1.6
N 0.0 -4.9 0.8
O -1.3 -0.9 2.0
Br 0.7 1.0 0.6
H -0.5 1.1 0.3
H -0.2 -0.5 1.4



2.
The following is a quantum chemistry calculation of a 2-piece molecular cluster, C4H13N3 overall at a distorted geometry, from the OMol25 dataset.

SMILES   C/N=C\N.CNC

Each line ends with the natural charge from an NBO analysis.
Cartesian coordinates (Å):
C 0.582 3.703 -0.910  -0.46
N -0.896 1.765 0.498  -0.88
C 0.379 2.213 0.923  0.26
N 1.082 3.131 0.347  -0.41
H 1.205 4.592 -1.229  0.20
H -0.445 4.057 -0.730  0.20
H 0.548 2.943 -1.739  0.21
H -0.800 0.741 0.461  0.36
H -1.555 1.818 1.275  0.37
H 0.772 1.550 1.755  0.15
C 0.577 -2.376 0.881  -0.42
N -0.210 -3.396 0.137  -0.61
C -0.591 -2.812 -1.158  -0.42
H 1.479 -2.116 0.311  0.20
H -0.006 -1.432 1.029  0.14
H 0.937 -2.811 1.819  0.21
H -1.041 -3.578 0.742  0.35
H -1.030 -1.819 -0.999  0.16
H -1.360 -3.436 -1.615  0.20
H 0.372 -2.736 -1.797  0.20

Cartesian forces (eV/Å) of the 6 atoms listed first:
C -0.3 0.6 -0.1
N -0.7 -1.0 -0.2
C 1.7 0.7 -0.3
N -0.6 -2.1 0.8
H -0.5 -1.2 0.5
H 0.2 0.0 -0.4



3.
The following is a quantum chemistry calculation of one molecule with the formula C15H23BrN2O3, from the OMol25 dataset.

SMILES   CCCCNCc1cc(OCC)c(OCC(N)=O)cc1Br

Each line ends with the natural charge from an NBO analysis.
Cartesian coordinates (Å):
C 0.076 4.691 -3.647  -0.60
C -0.571 3.319 -3.772  -0.40
C 0.403 2.280 -4.321  -0.40
C -0.186 0.870 -4.255  -0.21
N -0.326 0.428 -2.876  -0.62
H -1.091 -0.233 -2.791  0.36
C 0.881 -0.163 -2.323  -0.24
C 0.661 -0.478 -0.871  -0.06
C 0.608 0.518 0.092  -0.06
C 0.366 0.228 1.424  -0.28
C 0.163 -1.081 1.825  0.26
C 0.203 -2.112 0.865  0.25
C 0.454 -1.790 -0.460  -0.24
H 0.482 -2.563 -1.212  0.21
O -0.059 -3.363 1.342  -0.51
C 0.205 -4.495 0.534  -0.06
C 1.696 -4.759 0.363  -0.64
H 2.181 -3.936 -0.156  0.21
H 2.163 -4.872 1.338  0.22
H 1.843 -5.672 -0.208  0.22
H -0.293 -4.400 -0.439  0.17
H -0.260 -5.323 1.077  0.20
O 0.002 -1.450 3.135  -0.51
C -0.971 -0.774 3.904  -0.16
C -2.383 -1.356 3.729  0.64
O -3.364 -0.771 4.129  -0.62
N -2.405 -2.553 3.122  -0.83
H -3.287 -3.013 2.974  0.40
H -1.551 -2.982 2.797  0.42
H -1.013 0.299 3.695  0.20
H -0.680 -0.908 4.950  0.22
H 0.356 1.026 2.150  0.24
Br 0.906 2.330 -0.376  0.06
H 1.688 0.569 -2.425  0.21
H 1.189 -1.079 -2.860  0.17
H 0.443 0.175 -4.840  0.16
H -1.180 0.885 -4.709  0.20
H 1.326 2.319 -3.741  0.20
H 0.651 2.513 -5.359  0.20
H -1.442 3.379 -4.428  0.19
H -0.912 2.988 -2.790  0.22
H 0.456 5.026 -4.611  0.20
H 0.903 4.653 -2.942  0.20
H -0.645 5.422 -3.288  0.21

Cartesian forces (eV/Å) of the 6 atoms listed first:
C -0.2 -0.2 0.0
C 0.3 0.1 0.0
C -0.4 -0.1 0.0
C 0.3 0.1 -0.1
N -0.3 -0.3 0.0
H 0.1 0.1 0.0



4.
The following is a quantum chemistry calculation of C39H48N3O5S2TaTe as an isolated structure at a distorted geometry, from the OMol25 dataset.

Total charge   +4

Each line ends with the Mulliken charge.
Cartesian coordinates (Å):
Ta -0.382 0.352 0.333  -0.20
C -0.619 -2.149 4.326  -1.47
C -1.090 -0.884 3.649  1.82
C -2.169 -0.146 4.404  -1.48
O 0.047 0.000 3.334  -0.55
C -1.386 -1.100 2.174  -0.45
O -0.888 -1.965 1.476  -0.53
O -1.881 -0.005 1.517  -0.03
H -0.298 -1.917 5.342  0.43
H 0.205 -2.616 3.789  0.32
H -1.436 -2.867 4.401  0.42
H -1.769 0.182 5.364  0.44
H -3.010 -0.809 4.609  0.42
H -2.533 0.719 3.851  0.19
H 0.610 0.086 4.116  0.40
O 0.108 2.085 1.060  -0.05
S 1.037 3.132 1.831  0.17
C 1.132 4.552 0.699  -0.33
C 0.562 5.737 1.488  -0.99
C -0.611 5.182 2.292  0.09
C -0.056 3.951 3.000  -0.56
H 0.497 4.270 -0.145  0.16
H 2.165 4.659 0.372  0.59
H 0.273 6.527 0.797  0.44
H 1.324 6.148 2.153  0.38
H -1.431 4.906 1.631  -0.35
H -0.990 5.895 3.024  0.54
H -0.759 3.199 3.363  0.32
H 0.613 4.214 3.826  0.57
C 4.337 -2.967 1.167  -0.85
C 3.057 -2.846 1.964  -0.61
N 2.178 -1.843 1.328  0.17
C 2.601 -0.842 0.560  0.47
N 1.676 0.028 0.050  0.66
C 2.112 1.119 -0.828  -0.84
C 3.344 0.722 -1.610  -0.34
C 4.409 0.349 -0.605  -0.74
N 3.895 -0.700 0.298  0.02
C 4.907 -1.585 0.930  -0.53
H 4.153 -3.468 0.215  0.29
H 5.061 -3.563 1.721  0.41
H 3.266 -2.546 2.992  0.33
H 2.507 -3.784 1.990  0.44
H 1.185 -2.004 1.405  -0.15
H 2.341 2.011 -0.236  -0.04
H 1.281 1.390 -1.509  0.53
H 3.675 1.545 -2.243  0.52
H 3.138 -0.136 -2.252  0.14
H 4.736 1.212 -0.021  0.22
H 5.286 -0.060 -1.102  0.55
H 5.245 -1.126 1.861  0.27
H 5.757 -1.621 0.253  0.40
Te -2.659 1.444 -1.124  0.46
C -2.458 3.385 -1.865  0.87
C -2.659 4.502 -1.068  -0.30
C -2.719 5.748 -1.678  -0.59
C -2.580 5.862 -3.057  -0.69
C -2.375 4.734 -3.840  -0.71
C -2.320 3.478 -3.247  -0.71
C -4.043 1.804 0.391  0.58
C -5.341 1.408 0.105  -0.67
C -6.350 1.735 1.009  -0.70
C -6.050 2.439 2.164  -0.76
C -4.737 2.814 2.442  -0.75
C -3.722 2.495 1.555  -0.22
H -2.815 4.418 -0.003  0.34
H -2.900 6.630 -1.077  0.51
H -2.650 6.836 -3.524  0.44
H -2.276 4.825 -4.913  0.45
H -2.183 2.601 -3.867  0.41
H -5.586 0.868 -0.800  0.50
H -7.370 1.440 0.801  0.46
H -6.841 2.702 2.853  0.46
H -4.514 3.363 3.349  0.51
H -2.698 2.774 1.773  0.64
O -0.657 -0.917 -1.066  0.78
S -0.719 -2.478 -1.586  0.30
C -2.382 -2.910 -1.639  0.72
C -3.315 -2.263 -2.461  -0.20
C -4.623 -2.693 -2.407  -1.03
C -4.983 -3.753 -1.567  -0.51
C -4.044 -4.392 -0.769  -0.88
C -2.727 -3.961 -0.783  -0.32
C -0.249 -2.300 -3.270  0.60
C 0.842 -1.482 -3.562  0.18
C 1.292 -1.424 -4.868  -0.46
C 0.678 -2.195 -5.852  -0.64
C -0.384 -3.028 -5.536  -0.76
C -0.865 -3.093 -4.234  -0.64
H -3.012 -1.485 -3.149  0.72
H -5.368 -2.230 -3.041  0.54
H -6.012 -4.089 -1.548  0.47
H -4.332 -5.229 -0.148  0.49
H -1.981 -4.446 -0.166  0.51
H 1.320 -0.904 -2.784  -0.33
H 2.131 -0.790 -5.125  0.49
H 1.038 -2.152 -6.871  0.45
H -0.847 -3.636 -6.302  0.46
H -1.680 -3.760 -3.990  0.52

Cartesian forces (eV/Å) of the 6 atoms listed first:
Ta 0.1 -0.6 0.0
C 0.0 -0.1 0.1
C 0.1 0.1 -0.1
C -0.1 0.0 0.1
O -0.1 0.2 0.1
C 0.0 0.6 -0.3



ΔE to the lowest compared entry with this formula, charge and spin readings, ordered: 361.5, 201.4, 110.0, 143.8 kJ/mol